Entry 1:
130
Properties=species:S:1:pos:R:3 method="wB97M-V/def2-TZVPD" spin_multiplicity=4 total_charge=-1 fmax_ha_per_bohr=0.08450 orbital_gap_ev="1.94 / 7.97"
Pt 5.594 26.584 -15.239
B 3.820 27.475 -14.302
H 3.862 27.640 -15.367
H 3.928 26.428 -14.066
H 4.667 27.967 -13.849
H 2.904 27.904 -13.925
B 7.150 26.798 -13.399
H 8.149 26.769 -13.805
H 6.669 27.584 -13.960
H 6.659 25.854 -13.577
H 7.152 26.980 -12.335
C 9.695 31.148 -16.562
C 10.061 29.649 -16.645
C 11.473 29.463 -16.029
O 11.870 28.086 -16.000
C 12.406 27.587 -17.188
N 9.085 28.945 -15.898
H 10.336 31.844 -17.104
H 9.721 31.376 -15.496
H 8.704 31.265 -17.000
H 9.927 29.349 -17.684
H 11.404 29.748 -14.980
H 12.219 30.132 -16.459
H 13.479 27.768 -17.248
H 11.947 28.069 -18.052
H 12.336 26.527 -17.433
H 8.962 29.534 -15.087
H 9.610 28.154 -15.554
C 2.279 24.539 -17.618
C 3.182 25.111 -16.527
C 3.675 24.013 -15.512
O 4.859 24.488 -14.887
C 5.302 23.558 -13.914
N 4.337 25.777 -17.051
H 1.468 23.917 -17.239
H 2.810 23.941 -18.358
H 1.740 25.265 -18.226
H 2.681 25.865 -15.920
H 3.772 23.027 -15.967
H 2.857 23.805 -14.822
H 6.382 23.570 -13.761
H 5.102 22.508 -14.127
H 4.743 23.721 -12.992
H 4.859 24.958 -17.330
H 4.209 26.137 -17.986
C 9.758 30.660 -11.215
C 9.425 29.337 -11.860
C 9.197 28.322 -10.621
O 10.283 28.387 -9.609
C 9.975 27.893 -8.337
N 8.300 29.372 -12.735
H 10.004 31.487 -11.881
H 10.518 30.570 -10.439
H 8.840 31.042 -10.768
H 10.293 29.012 -12.434
H 9.100 27.328 -11.057
H 8.221 28.480 -10.162
H 8.992 28.189 -7.973
H 10.731 28.100 -7.580
H 9.757 26.832 -8.462
H 8.187 28.490 -13.214
H 7.487 29.466 -12.143
C 9.779 22.546 -11.178
C 8.732 23.704 -11.266
C 8.871 24.668 -10.057
O 8.886 24.027 -8.815
C 7.693 23.462 -8.276
N 8.827 24.393 -12.501
H 10.820 22.854 -11.273
H 9.678 21.892 -12.045
H 9.732 22.059 -10.204
H 7.741 23.262 -11.166
H 8.028 25.350 -9.939
H 9.726 25.335 -10.164
H 7.420 22.548 -8.804
H 6.893 24.202 -8.263
H 7.950 23.258 -7.236
H 9.627 24.995 -12.633
H 8.037 24.978 -12.733
C 9.005 25.636 -17.684
C 7.520 25.230 -17.552
C 7.244 23.837 -18.191
O 5.876 23.602 -18.130
C 5.549 22.397 -18.732
N 7.201 25.254 -16.167
H 9.678 24.863 -17.310
H 9.341 26.405 -16.988
H 9.260 25.909 -18.708
H 6.862 25.889 -18.120
H 7.771 23.026 -17.687
H 7.525 23.829 -19.244
H 5.936 21.510 -18.231
H 5.832 22.441 -19.784
H 4.462 22.320 -18.746
H 8.096 25.192 -15.704
H 6.787 24.364 -15.928
C 3.861 27.298 -10.656
C 4.812 28.447 -10.195
C 5.757 28.026 -9.032
O 4.961 27.463 -7.966
C 5.726 27.167 -6.801
N 5.541 28.901 -11.376
H 3.401 27.569 -11.607
H 2.973 27.177 -10.036
H 4.370 26.339 -10.751
H 4.167 29.272 -9.891
H 6.353 28.871 -8.688
H 6.449 27.238 -9.328
H 5.927 28.110 -6.295
H 6.697 26.701 -6.971
H 5.227 26.503 -6.095
H 4.796 28.972 -12.054
H 6.060 28.161 -11.827
C 5.597 30.329 -15.926
C 5.660 29.318 -17.097
C 6.110 29.768 -18.516
O 5.876 28.637 -19.360
C 6.556 28.815 -20.584
N 6.431 28.176 -16.633
H 6.592 30.694 -15.673
H 5.188 29.900 -15.011
H 5.005 31.154 -16.323
H 4.606 29.043 -17.149
H 7.156 30.074 -18.478
H 5.533 30.608 -18.902
H 6.442 27.969 -21.262
H 7.639 28.887 -20.480
H 6.184 29.738 -21.028
H 6.599 27.715 -17.516
H 7.326 28.536 -16.336

Entry 2:
59
Properties=species:S:1:pos:R:3 method="wB97M-V/def2-TZVPD" spin_multiplicity=6 total_charge=-1 fmax_ha_per_bohr=0.02201 orbital_gap_ev="4.93 / 6.14"
Mn 0.854 -0.781 1.346
C 4.034 -2.050 -1.428
C 3.359 -1.812 -0.254
N 2.333 -0.963 -0.211
C 1.977 -0.327 -1.342
C 2.670 -0.610 -2.530
N 3.677 -1.454 -2.580
C 0.909 0.629 -1.181
C 0.391 1.465 -2.150
C -0.582 2.409 -1.832
C -0.966 2.506 -0.449
C -0.455 1.644 0.459
N 0.441 0.681 0.107
C -0.760 1.634 1.908
C -1.700 2.437 2.540
N -1.927 2.368 3.845
C -1.206 1.489 4.538
C -0.268 0.674 3.929
N -0.061 0.749 2.621
C -1.187 3.269 -2.856
C -2.301 4.068 -2.585
C -2.852 4.853 -3.583
N -2.393 4.912 -4.833
C -1.328 4.149 -5.094
C -0.705 3.336 -4.168
H 4.869 -2.737 -1.459
H 3.631 -2.296 0.675
H 2.383 -0.132 -3.460
H 0.762 1.374 -3.161
H -1.643 3.279 -0.116
H -2.295 3.143 1.975
H -1.386 1.423 5.603
H 0.322 -0.045 4.484
H -2.764 4.074 -1.608
H -3.719 5.467 -3.365
H -0.949 4.194 -6.109
H 0.161 2.769 -4.482
O 3.356 -2.944 6.566
C 3.013 -2.542 5.489
C 1.894 -3.121 4.612
O 1.242 -4.114 4.861
C 1.836 -2.212 3.494
C 2.729 -1.156 3.558
O 2.723 -0.245 2.680
C 3.597 -1.323 4.753
O 4.560 -0.681 5.093
O 1.009 -2.230 2.447
F -2.823 -4.360 -3.706
C -2.554 -3.673 -2.589
C -1.259 -3.552 -2.129
F -0.254 -4.119 -2.807
C -1.008 -2.845 -0.968
F 0.278 -2.797 -0.573
C -1.988 -2.208 -0.221
S -1.688 -1.279 1.231
C -3.280 -2.357 -0.724
F -4.309 -1.781 -0.088
C -3.568 -3.071 -1.872
F -4.832 -3.177 -2.303

Entry 3:
61
Properties=species:S:1:pos:R:3 method="wB97M-V/def2-TZVPD" spin_multiplicity=8 total_charge=0 fmax_ha_per_bohr=0.05642 orbital_gap_ev="3.98 / 4.14"
Eu -0.194 -0.009 0.134
Cl -3.153 -6.330 -3.120
C -2.743 -4.822 -2.343
C -3.754 -3.880 -2.118
C -3.450 -2.690 -1.505
Cl -4.724 -1.534 -1.222
C -2.133 -2.357 -1.073
O -1.875 -1.235 -0.489
C -1.131 -3.340 -1.336
C 0.239 -3.108 -0.985
O 0.704 -2.062 -0.469
C -1.462 -4.560 -1.962
H -4.771 -4.098 -2.422
H 0.938 -3.929 -1.205
H -0.680 -5.294 -2.142
F -3.057 -0.315 6.482
C -2.433 0.235 5.432
C -2.086 -0.529 4.346
F -2.365 -1.836 4.333
C -1.447 0.071 3.284
F -1.129 -0.732 2.258
C -1.114 1.414 3.215
S -0.316 2.141 1.850
C -1.487 2.146 4.346
F -1.229 3.453 4.406
C -2.129 1.578 5.423
F -2.470 2.326 6.483
C 3.308 -0.686 3.330
C 2.099 -0.620 2.633
N 1.994 -0.203 1.395
C 3.113 0.183 0.748
C 4.374 0.146 1.357
C 4.449 -0.299 2.686
C 5.544 0.557 0.633
C 5.452 0.971 -0.641
C 4.180 1.013 -1.306
C 4.062 1.425 -2.643
C 2.836 1.426 -3.246
C 1.729 1.024 -2.497
N 1.799 0.657 -1.234
C 3.012 0.632 -0.631
H 3.324 -1.035 4.355
H 1.179 -0.919 3.121
H 5.414 -0.330 3.184
H 6.505 0.521 1.139
H 6.336 1.278 -1.193
H 4.952 1.734 -3.184
H 2.710 1.729 -4.279
H 0.745 1.009 -2.948
N -4.160 1.813 -3.692
C -3.077 2.208 -2.978
C -2.404 1.295 -2.152
N -1.343 1.658 -1.432
C -0.956 2.945 -1.534
C -1.620 3.833 -2.362
N -2.686 3.489 -3.100
H -4.593 0.922 -3.513
H -4.675 2.517 -4.193
H -2.742 0.274 -2.066
H -0.118 3.262 -0.929
H -1.292 4.867 -2.431

Entry 4:
67
Properties=species:S:1:pos:R:3 method="wB97M-V/def2-TZVPD" spin_multiplicity=2 total_charge=-1 fmax_ha_per_bohr=0.08372 orbital_gap_ev="4.22 / 3.58"
Tl 14.030 10.558 10.491
C 15.343 13.801 6.252
C 14.318 13.228 7.069
N 14.623 12.037 7.540
N 15.919 11.797 7.000
C 16.306 12.792 6.170
B 16.599 10.475 7.366
N 17.278 10.636 8.868
C 18.280 9.960 9.472
C 18.436 10.361 10.840
C 17.387 11.339 10.957
N 16.695 11.525 9.791
N 15.642 9.264 7.257
C 15.113 8.773 6.100
C 14.026 7.948 6.400
C 13.882 8.076 7.821
N 14.826 8.858 8.326
N 17.760 10.099 6.426
C 18.229 8.916 5.893
C 19.576 9.103 5.475
C 19.894 10.419 5.793
N 18.729 11.059 6.293
H 15.288 14.717 5.762
H 13.473 13.709 7.542
H 17.327 12.801 5.883
H 18.758 9.245 8.806
H 19.188 10.004 11.586
H 17.121 11.822 11.885
H 15.417 9.083 5.114
H 13.385 7.306 5.723
H 13.006 7.800 8.407
H 17.697 7.970 5.927
H 20.191 8.471 4.827
H 20.825 10.981 5.854
O 13.868 15.129 16.894
C 14.199 14.552 15.904
S 15.061 12.960 15.840
C 14.820 12.490 14.171
C 14.456 13.580 13.408
S 14.521 13.669 11.696
S 13.756 15.026 14.198
S 14.928 10.835 13.912
C 12.264 9.313 10.559
C 11.144 8.802 10.592
C 9.947 8.016 10.451
C 9.905 6.871 9.686
C 8.674 6.188 9.553
C 7.562 6.531 10.330
C 7.641 7.712 11.031
C 8.784 8.490 11.099
H 10.826 6.523 9.275
H 8.547 5.285 8.946
H 6.679 5.911 10.357
H 6.755 8.087 11.572
H 8.905 9.460 11.628
F 8.755 16.484 5.019
C 9.033 16.319 6.314
C 8.336 15.393 7.116
F 7.250 14.734 6.596
C 8.753 15.088 8.393
F 8.267 13.987 9.008
C 9.798 15.829 9.053
Se 10.374 15.553 10.776
C 10.383 16.892 8.275
F 11.374 17.607 8.830
C 10.042 17.127 6.946
F 10.509 18.128 6.218

Entry 5:
65
Properties=species:S:1:pos:R:3 method="wB97M-V/def2-TZVPD" total_charge=0 fmax_ha_per_bohr=0.02938 orbital_gap_ev=8.56
O 3.994 -4.183 7.099
S 3.945 -3.294 5.997
O 3.406 -1.994 6.092
F 3.144 -4.045 4.886
N 5.446 -3.246 5.208
P 5.983 -4.706 4.262
O 5.396 -5.982 5.061
O 4.929 -4.525 3.042
S 6.649 -2.589 6.230
O 7.419 -1.668 5.473
O 6.022 -2.138 7.426
C 7.828 -3.933 6.781
F 8.562 -4.416 5.801
F 8.621 -3.303 7.630
F 7.186 -4.894 7.409
H 4.448 -5.956 5.269
H 4.547 -5.378 2.786
C 0.361 -1.134 5.654
C -1.019 -0.962 5.647
C -1.647 -0.408 4.544
C -0.895 -0.014 3.445
C 0.493 -0.169 3.461
C 1.118 -0.738 4.564
C 1.328 0.282 2.311
O 2.533 0.138 2.318
C 0.638 0.920 1.154
C 1.398 1.397 0.093
C 0.774 1.982 -0.996
C -0.612 2.087 -1.036
C -1.374 1.617 0.021
C -0.753 1.039 1.122
C -1.591 0.566 2.261
O -2.801 0.652 2.226
H 0.850 -1.570 6.515
H -1.606 -1.262 6.505
H -2.720 -0.275 4.528
H 2.188 -0.858 4.562
H 2.475 1.308 0.132
H 1.368 2.356 -1.819
H -1.098 2.539 -1.892
H -2.452 1.697 0.002
C -2.802 5.744 -7.234
C -3.558 5.416 -8.354
C -4.204 4.193 -8.424
C -4.089 3.288 -7.377
C -3.314 3.609 -6.261
C -2.679 4.843 -6.190
C -3.140 2.639 -5.144
O -2.472 2.918 -4.169
C -3.806 1.311 -5.260
C -3.617 0.371 -4.254
C -4.237 -0.864 -4.338
C -5.055 -1.162 -5.422
C -5.243 -0.231 -6.430
C -4.614 1.005 -6.356
C -4.806 1.983 -7.466
O -5.520 1.725 -8.411
H -2.305 6.703 -7.178
H -3.644 6.118 -9.173
H -4.798 3.931 -9.288
H -2.090 5.087 -5.316
H -2.982 0.613 -3.413
H -4.085 -1.596 -3.556
H -5.543 -2.126 -5.482
H -5.874 -0.455 -7.279

Entry 6:
82
Properties=species:S:1:pos:R:3 method="wB97M-V/def2-TZVPD" total_charge=-2 fmax_ha_per_bohr=0.00937 orbital_gap_ev=6.69
In 0.335 -1.426 0.111
C -0.204 4.296 -3.318
C -0.323 3.225 -2.285
C 0.083 3.581 -0.914
C -0.235 2.633 0.187
C -0.730 1.278 -0.202
N -0.678 0.336 0.841
C -1.661 0.412 1.797
C -2.634 1.442 1.718
C -3.631 1.614 2.651
C -3.752 0.756 3.736
C -4.823 0.929 4.777
C -2.840 -0.285 3.803
C -1.819 -0.494 2.876
C -0.862 -1.673 3.100
O -0.143 -2.118 2.046
C 0.150 -1.194 4.186
F 1.059 -2.142 4.496
F -0.399 -0.809 5.360
F 0.833 -0.131 3.725
C -1.605 -2.954 3.617
F -1.983 -2.913 4.925
F -2.709 -3.193 2.898
F -0.828 -4.043 3.513
C -1.059 1.000 -1.481
C -0.870 2.025 -2.512
C -1.716 -0.362 -1.863
O -1.337 -1.465 -1.166
C -1.495 -0.668 -3.386
F -0.253 -0.391 -3.778
F -1.723 -1.961 -3.664
F -2.332 0.034 -4.200
C -3.258 -0.193 -1.665
F -3.727 0.990 -2.130
F -3.965 -1.159 -2.290
F -3.578 -0.257 -0.373
H 0.836 4.587 -3.459
H -0.775 5.183 -3.017
H -0.545 3.959 -4.294
H 0.055 4.646 -0.698
H -0.564 2.974 1.163
H -2.645 2.084 0.846
H -4.345 2.420 2.508
H -5.585 1.632 4.435
H -4.423 1.315 5.720
H -5.324 -0.016 5.003
H -2.930 -0.972 4.632
H -1.188 1.821 -3.522
N 0.666 -4.206 -3.127
C 0.984 -3.640 -1.924
S 1.684 -2.043 -1.952
N 0.823 -4.371 -0.845
N 1.184 -3.615 0.235
C 1.966 -4.052 1.119
C 2.630 -3.094 2.018
C 3.400 -3.540 3.081
C 4.118 -2.614 3.819
C 4.045 -1.280 3.459
C 3.245 -0.924 2.377
N 2.558 -1.805 1.667
H 0.454 -3.529 -3.844
H 0.015 -4.975 -3.064
H 2.315 -5.087 1.095
H 3.422 -4.595 3.324
H 4.721 -2.932 4.661
H 4.593 -0.515 3.992
H 3.164 0.113 2.069
F 2.281 1.595 -8.213
C 1.837 1.376 -6.948
F 2.309 0.159 -6.594
F 0.499 1.276 -7.014
S 2.412 2.745 -5.754
O 1.768 2.242 -4.517
O 1.692 3.886 -6.370
N 1.169 2.979 -0.100
S 2.418 1.976 -0.196
O 3.221 2.149 0.977
O 2.066 0.636 -0.571
C 3.422 2.697 -1.596
F 4.541 3.225 -1.079
F 2.764 3.669 -2.206
F 3.759 1.744 -2.432

Please write out number 3 again, unchanged.
61
Properties=species:S:1:pos:R:3 method="wB97M-V/def2-TZVPD" spin_multiplicity=8 total_charge=0 fmax_ha_per_bohr=0.05642 orbital_gap_ev="3.98 / 4.14"
Eu -0.194 -0.009 0.134
Cl -3.153 -6.330 -3.120
C -2.743 -4.822 -2.343
C -3.754 -3.880 -2.118
C -3.450 -2.690 -1.505
Cl -4.724 -1.534 -1.222
C -2.133 -2.357 -1.073
O -1.875 -1.235 -0.489
C -1.131 -3.340 -1.336
C 0.239 -3.108 -0.985
O 0.704 -2.062 -0.469
C -1.462 -4.560 -1.962
H -4.771 -4.098 -2.422
H 0.938 -3.929 -1.205
H -0.680 -5.294 -2.142
F -3.057 -0.315 6.482
C -2.433 0.235 5.432
C -2.086 -0.529 4.346
F -2.365 -1.836 4.333
C -1.447 0.071 3.284
F -1.129 -0.732 2.258
C -1.114 1.414 3.215
S -0.316 2.141 1.850
C -1.487 2.146 4.346
F -1.229 3.453 4.406
C -2.129 1.578 5.423
F -2.470 2.326 6.483
C 3.308 -0.686 3.330
C 2.099 -0.620 2.633
N 1.994 -0.203 1.395
C 3.113 0.183 0.748
C 4.374 0.146 1.357
C 4.449 -0.299 2.686
C 5.544 0.557 0.633
C 5.452 0.971 -0.641
C 4.180 1.013 -1.306
C 4.062 1.425 -2.643
C 2.836 1.426 -3.246
C 1.729 1.024 -2.497
N 1.799 0.657 -1.234
C 3.012 0.632 -0.631
H 3.324 -1.035 4.355
H 1.179 -0.919 3.121
H 5.414 -0.330 3.184
H 6.505 0.521 1.139
H 6.336 1.278 -1.193
H 4.952 1.734 -3.184
H 2.710 1.729 -4.279
H 0.745 1.009 -2.948
N -4.160 1.813 -3.692
C -3.077 2.208 -2.978
C -2.404 1.295 -2.152
N -1.343 1.658 -1.432
C -0.956 2.945 -1.534
C -1.620 3.833 -2.362
N -2.686 3.489 -3.100
H -4.593 0.922 -3.513
H -4.675 2.517 -4.193
H -2.742 0.274 -2.066
H -0.118 3.262 -0.929
H -1.292 4.867 -2.431